<A>
# C3H5NO

C3H5NO in the gas phase (ωB97M-V/def2-TZVPD, the OMol25 dataset).

The geometry in ORCA input format:
```
! wB97M-V def2-TZVPD RIJCOSX def2/J DEFGRID3
* xyz 0 1
C -0.83457 0.89970 0.20755
O -0.49291 0.06677 -0.90144
C 0.64524 -0.82288 -0.83606
C 1.30445 -0.63810 0.45672
N 1.45642 -0.19597 1.51574
H -1.82568 0.64102 0.59928
H -0.77908 1.95555 -0.07753
H -0.12411 0.77442 1.03328
H 1.34784 -0.59650 -1.65329
H 0.32335 -1.87116 -0.94570
*
```

- Kohn-Sham gap: 0.4130 hartree
- Highest occupied orbital energy: -10.44 eV


<B>
# C3H5NO

2 unconnected molecules or ions with the total composition C3H5NO (ωB97M-V/def2-TZVPD, the OMol25 dataset).

The geometry in ORCA input format:
```
! wB97M-V def2-TZVPD RIJCOSX def2/J DEFGRID3
* xyz 0 1
C 1.98398 0.57005 2.48566
C 1.33006 0.84961 1.52627
C -0.84700 -0.66282 -1.74170
N -0.73597 0.66819 -1.45785
O -1.89437 -0.11144 -0.91396
H 2.55817 0.32850 3.33129
H -1.72672 -0.32188 0.03798
H 0.79261 1.12122 0.66328
H -1.20940 -1.01032 -2.71984
H -0.25135 -1.43111 -1.21112
*
```

- Kohn-Sham gap: 0.3184 hartree
- Highest occupied orbital energy: -8.21 eV


What should be chosen as the most stable of them? Choose <A>.